1.
The following is a DFT calculation (ωB97M-V/def2-TZVPD) of a structure of composition CCl3P at a distorted geometry.

Structure (XYZ):
```
5
Properties=species:S:1:pos:R:3:forces:R:3
C -1.08831 -2.12239 -0.77683 -0.6 1.4 0.6
P 0.98690 1.91383 0.48606 0.3 -0.3 -0.4
Cl 0.39056 -2.60706 -1.33144 0.9 -0.7 -0.5
Cl -0.87657 -0.41750 -0.28083 -0.6 -1.0 -0.2
Cl 0.58743 3.23312 1.90304 -0.1 0.5 0.6
```
Positions in Å, forces in eV/Å.

## Properties
- E_HOMO (alpha / beta): -8.3 / -8.2 eV
- E_tot: -47888.2859 eV
- Kohn-Sham gap (alpha / beta): 0.253 / 0.247 hartree
- Total charge: 0
- Relative energy (zero: lowest compared OMol25 entry of this formula, charge and spin): 417.6 kJ/mol

---

2.
The following is a DFT calculation (ωB97M-V/def2-TZVPD) of a structure of composition C24H43NOsP2 at a distorted geometry.

Structure (XYZ):
```
71
Properties=species:S:1:pos:R:3:forces:R:3
P -2.41836 0.28277 -1.42744 -2.6 -0.4 -2.8
P 0.14221 -1.75773 -2.65685 1.0 -5.2 -3.3
C -2.35816 -0.58856 -3.23094 0.6 0.4 0.7
C -1.69397 -1.96090 -3.19357 0.6 0.2 0.0
H -1.74541 0.12386 -3.81231 -0.3 -0.3 -0.1
H -3.37100 -0.61792 -3.66645 0.3 0.2 0.5
H -2.15521 -2.65726 -2.47433 0.0 0.3 -0.3
H -1.69266 -2.44794 -4.17355 -0.2 0.0 0.1
C 0.92932 -1.59525 -4.32547 0.5 0.8 -0.9
H 2.01521 -1.41528 -4.25890 -0.5 0.1 0.2
H 0.50126 -0.81136 -4.95870 0.0 0.0 0.2
H 0.85377 -2.52276 -4.92503 -0.4 0.4 0.7
C 0.39982 -3.63607 -2.70469 -0.1 -0.9 0.3
H 0.35483 -3.97510 -3.75102 -0.3 0.2 0.4
H -0.35806 -4.19776 -2.15296 0.0 0.0 0.0
H 1.38983 -3.94893 -2.34867 -0.4 0.2 0.0
C -3.52775 1.62001 -2.00654 -0.2 0.2 0.3
H -3.87007 2.14679 -1.10625 0.0 0.1 -0.4
H -4.38321 1.16983 -2.52795 0.2 0.2 0.1
H -2.99804 2.30663 -2.68546 -0.2 -0.2 0.3
C -3.59190 -0.97473 -0.75404 0.2 0.4 0.5
H -3.19221 -2.00117 -0.80574 -0.2 0.5 0.2
H -4.51094 -0.91260 -1.35582 0.3 0.0 0.2
H -3.81282 -0.68371 0.28308 -0.2 -0.4 -0.2
Os -1.21116 1.40835 1.02356 1.0 -1.1 -0.2
C 1.84702 -1.63374 -1.54633 -0.8 -1.3 0.3
C 2.37438 -0.36606 -1.99250 1.7 1.0 0.9
C 1.57025 0.74147 -2.55166 0.0 0.9 0.4
C 0.23949 0.93053 -1.81604 -0.3 1.4 0.2
C -0.35654 -0.45802 -1.61825 -0.5 2.9 4.5
C -0.59445 -0.88972 -0.28021 -0.9 -0.5 0.3
C 0.01185 -2.15942 0.16704 -1.5 0.0 0.8
C 1.48537 -1.99169 -0.03120 1.5 -0.3 -0.4
C -1.98606 2.05321 2.76505 -0.5 1.0 0.5
H 2.51378 -2.47674 -1.84569 -0.5 0.7 -0.2
H 3.42235 -0.13401 -1.77624 -0.2 -0.1 -0.2
H 1.33405 0.66015 -3.61214 0.0 -0.3 -0.2
H 2.14798 1.65898 -2.51875 0.1 0.2 0.2
H 0.33987 1.41905 -0.79671 0.4 -0.6 -1.1
H -0.39188 1.66353 -2.36416 0.3 -0.7 -0.1
H -2.31282 2.43055 0.68043 0.0 0.8 -1.3
H -1.47740 -0.48065 0.50148 2.4 -0.7 -1.2
H -0.44298 -2.96700 -0.41087 0.3 -0.3 -0.1
H -0.30940 -2.39006 1.19634 0.4 0.1 -0.2
H 1.85128 -1.18201 0.60328 0.0 0.0 0.1
H 1.98094 -2.92784 0.29688 0.0 0.6 -0.4
H -1.40359 2.43608 3.62646 0.0 -0.6 -0.6
H -2.77932 1.35890 3.08336 0.1 0.1 0.0
H -2.46630 2.92121 2.28206 -0.2 0.2 1.2
C 1.90329 1.06270 5.16311 0.2 0.5 0.6
N 0.74460 0.53973 4.47551 0.3 -0.5 -0.3
C -0.17216 -0.23250 5.26101 -0.4 0.0 0.3
C 0.79652 0.23083 3.07414 -0.1 -0.5 -0.4
C 1.51928 1.25674 2.27957 0.3 0.4 -0.5
C 2.91220 1.45911 2.35485 -0.7 -0.1 -0.1
C 3.45802 2.59134 1.76518 0.1 -0.1 -0.1
C 2.61317 3.48884 1.11477 -0.5 0.3 -0.3
C 1.23610 3.25897 0.98129 0.0 -0.4 0.3
C 0.68269 2.08538 1.51257 0.5 0.4 0.0
H 1.62840 1.16094 6.22486 0.2 0.0 -0.5
H 2.19113 2.05965 4.79365 -0.1 -0.4 0.0
H 2.79626 0.40729 5.10446 -0.4 0.1 -0.1
H -1.19025 -0.02503 4.92021 0.0 -0.1 0.1
H 0.00564 -1.31473 5.17828 0.1 0.1 0.0
H -0.06692 0.07003 6.30512 -0.2 -0.2 -0.2
H 1.26463 -0.77501 2.91211 -0.5 0.3 0.2
H -0.25536 0.23954 2.61166 0.8 -0.8 1.2
H 3.53551 0.73737 2.89407 -0.2 0.3 -0.2
H 4.53443 2.78068 1.83661 -0.5 0.0 -0.1
H 3.01908 4.39615 0.68243 0.0 0.0 0.1
H 0.55058 3.95204 0.50898 0.4 0.2 -0.2
```
Positions in Å, forces in eV/Å.

## Properties
- E_HOMO (alpha / beta): -12.9 / -12.4 eV
- E_tot: -48091.4047 eV
- Spin multiplicity: 5
- Kohn-Sham gap (alpha / beta): 0.192 / 0.094 hartree
- Total charge: +2
- Relative energy (zero: lowest compared OMol25 entry of this formula, charge and spin): 438.6 kJ/mol

---

3.
The following is a DFT calculation (ωB97M-V/def2-TZVPD) of a cluster of 2 separate species, C4H10ClNS in total.

Structure (XYZ):
```
17
Properties=species:S:1:pos:R:3:forces:R:3
Cl 2.50789 -2.00481 0.23697 0.0 0.0 0.0
C 2.62384 -0.22554 0.02651 0.1 0.2 0.0
C 1.43956 0.33709 -0.74187 0.0 0.0 0.1
C 0.12657 0.19052 -0.01213 0.2 -0.2 0.0
C -0.30155 1.18307 0.99913 0.1 0.1 0.3
N -0.89514 1.18022 -0.33828 -0.3 -0.1 -0.1
H 2.68288 0.20350 1.03052 0.0 -0.1 -0.2
H 3.56299 -0.03719 -0.49732 -0.2 0.0 0.1
H 1.62131 1.40618 -0.91081 0.0 -0.1 0.0
H 1.37757 -0.13609 -1.72602 0.0 0.0 0.1
H -0.19857 -0.83708 0.15102 0.0 0.2 0.0
H -0.89639 0.83650 1.84236 0.1 0.1 -0.2
H 0.32990 2.04404 1.21548 -0.1 -0.2 -0.1
H -1.82092 0.75928 -0.31431 0.1 0.1 0.0
S -4.27381 -1.22968 0.08634 0.0 0.0 0.1
H -4.84833 -2.14117 -0.70966 0.1 0.0 0.0
H -3.03779 -1.52885 -0.33793 -0.1 -0.1 0.0
```
Positions in Å, forces in eV/Å.

## Properties
- E_HOMO: -9.8 eV
- E_tot: -29156.9551 eV
- Kohn-Sham gap: 0.385 hartree
- Total charge: 0
- SMILES string: ClCC[C@H]1CN1.S
- Relative energy (zero: lowest compared OMol25 entry of this formula, charge and spin): 16.4 kJ/mol

---

4.
The following is a DFT calculation (ωB97M-V/def2-TZVPD) of the molecule CH3I2NO at a distorted geometry.

Structure (XYZ):
```
8
Properties=species:S:1:pos:R:3:forces:R:3
C -1.16524 0.06635 -0.20010 -1.7 -1.5 0.6
N 1.64650 -0.14601 1.07120 0.0 -1.3 -0.1
O -0.19393 -0.31267 -1.08377 1.4 -1.2 -0.9
I 1.33912 -1.61711 -0.21775 -0.7 1.9 0.4
I 2.71228 1.41061 0.34899 0.1 0.2 -0.2
H -0.82222 0.11941 0.84292 0.0 -0.2 0.0
H -2.10864 -0.58912 -0.31831 1.3 0.9 0.5
H -1.40786 1.06854 -0.44318 -0.5 1.2 -0.3
```
Positions in Å, forces in eV/Å.

## Properties
- E_HOMO (alpha / beta): -9.0 / -8.5 eV
- E_tot: -20819.2837 eV
- Kohn-Sham gap (alpha / beta): 0.270 / 0.246 hartree
- Total charge: 0
- Relative energy (zero: lowest compared OMol25 entry of this formula, charge and spin): 182.2 kJ/mol